Computed, not measured: a structure of composition C32H41N4OsP, with the ωB97M-V functional and the def2-TZVPD basis.

```
79
C32H41N4OsP (the ωB97M-V functional and the def2-TZVPD basis)
Os -0.1708 0.0879 0.9406
C 1.8407 0.4239 3.0502
N 0.3475 0.4696 2.9637
C -0.1639 1.8340 3.2979
C -1.5316 2.0022 2.7083
C -2.4882 2.7853 3.3182
C -3.7152 2.9792 2.6959
C -3.9418 2.3570 1.4772
C -2.9485 1.5806 0.9232
N -1.7415 1.3960 1.5030
C -0.2585 -0.5833 3.8712
C -1.1044 -1.6382 3.1862
C -1.6161 -2.6906 3.9285
C -2.4627 -3.5991 3.3125
C -2.7815 -3.4276 1.9676
C -2.2212 -2.3729 1.2869
N -1.3861 -1.4967 1.8815
C 2.3305 -0.7520 2.2574
C 3.4855 -1.4324 2.5870
C 3.8980 -2.4993 1.8005
C 3.1237 -2.8549 0.7045
C 1.9933 -2.1216 0.4171
N 1.5840 -1.0755 1.1649
H 2.1550 0.3686 4.0948
H 2.2408 1.3530 2.6366
H 0.5160 2.5664 2.8537
H -0.1600 1.9923 4.3781
H -2.2724 3.2444 4.2739
H -4.4765 3.5938 3.1582
H -4.8832 2.4651 0.9567
H -3.1185 1.0776 -0.0152
H -0.8789 -0.0676 4.6079
H 0.5463 -1.0695 4.4240
H -1.3697 -2.7876 4.9777
H -2.8802 -4.4239 3.8755
H -3.4615 -4.0991 1.4631
H -2.4514 -2.1877 0.2447
H 4.0505 -1.1349 3.4605
H 4.7992 -3.0469 2.0457
H 3.3946 -3.6900 0.0739
H 1.3763 -2.3716 -0.4311
C -1.3890 2.6517 -1.7417
C -1.1538 1.3005 -2.4302
C -2.3163 0.3043 -2.2694
C -1.0046 1.5548 -3.9379
P 0.2983 0.4746 -1.5448
C 0.4712 -1.0136 -2.6387
C -0.0804 -2.2600 -2.3203
C -0.0527 -3.2854 -3.2352
C 0.5666 -3.0960 -4.5233
C 1.1137 -1.8580 -4.8664
C 1.0884 -0.8465 -3.9421
C 1.9352 1.4482 -1.6227
C 1.9819 2.3034 -0.3511
C 3.1267 0.4867 -1.6393
C 2.0505 2.4083 -2.8156
H -2.3973 2.9969 -1.9807
H -0.7012 3.4044 -2.1219
H -1.2859 2.6296 -0.6581
H -3.2569 0.7948 -2.5276
H -2.4125 -0.1190 -1.2641
H -2.2030 -0.5361 -2.9545
H -1.8944 2.1081 -4.2477
H -1.0022 0.6349 -4.5221
H -0.1480 2.1634 -4.2070
H -0.5758 -2.4052 -1.3665
H -0.5000 -4.2471 -3.0163
H 0.6140 -3.9295 -5.2148
H 1.5691 -1.7179 -5.8379
H 1.5476 0.1004 -4.1810
H 1.9394 1.6964 0.5613
H 1.1954 3.0592 -0.3233
H 2.9390 2.8282 -0.3255
H 3.1944 -0.1183 -0.7364
H 4.0374 1.0864 -1.6884
H 3.1395 -0.1701 -2.5095
H 1.2845 3.1788 -2.8221
H 2.0722 1.9172 -3.7851
H 3.0115 2.9176 -2.7149
```

molecular weight: 702.91 g mol⁻¹
<S²>: 6.0327
HOMO-LUMO gap (spin up / spin down): 8.6 / 5.5 eV
multiplicity: 5
total charge: +4

---

Computed, not measured: a cluster of 2 separate species, C2H4N in total in a non-equilibrium geometry, with the ωB97M-V functional and the def2-TZVPD basis.

```
7
C2H4N (the ωB97M-V functional and the def2-TZVPD basis)
C -0.7103 -0.3210 1.1171
C 0.9554 0.5375 -1.2162
N -0.6598 -0.0014 -0.0852
H -1.5698 -0.9207 1.3419
H -0.3001 -0.0411 2.1355
H 1.6012 -0.3223 -1.0865
H 0.6833 1.0690 -2.2066
```

energy relative to the best compared isomer or geometry (same formula, charge and spin): 496.2 kJ/mol
molecular weight: 42.06 g mol⁻¹
HOMO-LUMO gap (spin up / spin down): 9.4 / 8.7 eV
total charge: +1

---

Computed, not measured: the ion C5H12NO with charge -1 in a non-equilibrium geometry, with the ωB97M-V functional and the def2-TZVPD basis.

```
19
C5H12NO (the ωB97M-V functional and the def2-TZVPD basis)
C -1.0780 -0.0807 -1.9754
C -0.5025 0.2930 -0.6218
N -1.3952 1.2682 0.0054
C -0.4066 -0.9831 0.2374
C 0.5806 -0.6052 1.4054
C 1.8806 0.1088 1.0670
O 1.8545 1.4465 0.6854
H -0.4422 -0.8382 -2.4075
H -1.2235 0.7633 -2.7191
H -2.0455 -0.5539 -1.8390
H 0.4921 0.6773 -0.8641
H -1.4297 2.1676 -0.4511
H -1.0855 1.4005 0.9737
H 0.2187 -1.7908 -0.2345
H -1.4449 -1.2269 0.4621
H 0.1158 -0.1256 2.3093
H 0.8918 -1.5360 1.8861
H 2.3610 -0.5307 0.2491
H 2.6585 0.1458 1.8316
```

energy relative to the best compared isomer or geometry (same formula, charge and spin): 97.0 kJ/mol
molecular weight: 102.16 g mol⁻¹
SMILES: C[C@@H](N)CCC[O-]
HOMO-LUMO gap: 6.2 eV
total charge: -1

---

Computed, not measured: an isolated molecule of C5H7ClO2 in a non-equilibrium geometry, with the ωB97M-V functional and the def2-TZVPD basis.

```
15
C5H7ClO2 (the ωB97M-V functional and the def2-TZVPD basis)
C 2.6343 -0.9546 0.5245
C 2.9856 0.0067 -0.2723
C 0.4231 -0.4870 -0.0365
C -2.1226 0.7507 0.4370
C -1.7114 0.0041 -0.7994
O 1.3293 -1.2985 0.2916
O -0.7177 -1.0424 -0.4784
Cl 4.4159 0.8919 -0.1913
H 3.2149 -1.5713 1.2075
H 0.4118 0.6255 0.0762
H -2.7586 1.4644 -0.0137
H -2.7441 0.1217 1.0504
H -1.3747 1.1805 1.0288
H -1.2837 0.7197 -1.5360
H -2.7020 -0.4114 -1.2885
```

energy relative to the best compared isomer or geometry (same formula, charge and spin): 512.9 kJ/mol
molecular weight: 134.56 g mol⁻¹
HOMO-LUMO gap (spin up / spin down): 6.9 / 6.9 eV
total charge: 0

---

Computed, not measured: a cluster of 9 separate species, C24H62BN10O9 in total in a non-equilibrium geometry, with the ωB97M-V functional and the def2-TZVPD basis.

```
106
C24H62BN10O9 (the ωB97M-V functional and the def2-TZVPD basis)
N 1.3557 -3.1889 3.0773
B -0.1126 -2.8364 3.2286
N -1.2653 -3.8149 2.9909
O -0.4605 -1.4278 3.6076
H 1.5389 -3.5045 2.0782
H 1.6708 -3.9222 3.7565
H -0.8920 -4.7923 2.9062
H -1.9990 -3.7940 3.7496
H -1.7172 -3.5370 2.0753
H -0.9395 -1.0903 2.7718
C 5.6198 0.4862 1.7981
C 5.3076 -0.9132 2.2498
O 6.1622 -1.7958 2.2794
N 4.0298 -1.1944 2.6355
C 2.8917 -0.3078 2.6736
H 6.6764 0.5531 1.5236
H 5.0187 0.7399 0.9208
H 5.4286 1.1935 2.6096
H 3.9003 -2.1568 2.9254
H 2.5222 -0.2751 3.7016
H 2.1158 -0.7249 2.0269
H 3.1383 0.7017 2.3426
C -6.2102 -0.7419 3.0814
C -4.8321 -1.1772 3.4947
O -4.4970 -2.3595 3.5074
N -3.9379 -0.2158 3.8646
C -4.1323 1.2132 3.9180
H -6.8052 -1.6202 2.8158
H -6.7050 -0.2274 3.9095
H -6.1503 -0.0882 2.2069
H -3.0334 -0.5888 4.1289
H -3.3989 1.6797 3.2557
H -3.9490 1.5418 4.9440
H -5.1373 1.5088 3.6147
C 6.0165 0.7899 -2.2045
C 6.8652 1.6959 -1.3569
O 6.4953 2.0950 -0.2550
N 8.0817 2.0773 -1.8420
C 8.6940 1.7223 -3.0998
H 5.0793 0.5757 -1.6831
H 5.7796 1.2778 -3.1538
H 6.5373 -0.1553 -2.3805
H 8.5919 2.6865 -1.2132
H 9.6423 1.2231 -2.8858
H 8.8909 2.6441 -3.6526
H 8.0634 1.0651 -3.6997
C 4.5643 -5.6070 -0.2682
C 3.1982 -5.4703 0.3440
O 2.3311 -4.7518 -0.1479
N 2.9302 -6.1732 1.4819
C 3.8028 -7.0629 2.2097
H 4.6240 -4.9874 -1.1674
H 5.3271 -5.2662 0.4370
H 4.7450 -6.6470 -0.5531
H 1.9903 -6.0279 1.8319
H 3.3295 -8.0473 2.2454
H 3.9067 -6.6780 3.2272
H 4.7882 -7.1488 1.7501
C -2.7832 0.7435 -1.4365
C -2.1832 0.8353 -0.0613
O -2.0448 -0.1514 0.6580
N -1.7856 2.0609 0.3863
C -1.8610 3.3300 -0.2967
H -3.0494 -0.2958 -1.6490
H -3.6910 1.3503 -1.4908
H -2.0577 1.0739 -2.1848
H -1.3925 2.0394 1.3202
H -0.8479 3.7319 -0.3773
H -2.4676 4.0061 0.3109
H -2.2986 3.2425 -1.2918
C 1.2886 0.6637 -5.1625
C 0.3689 1.3470 -4.1893
O -0.8450 1.1560 -4.1936
N 0.9166 2.2032 -3.2795
C 2.3046 2.5606 -3.1108
H 0.7046 0.0148 -5.8212
H 1.8028 1.4070 -5.7776
H 2.0129 0.0467 -4.6238
H 0.2328 2.6227 -2.6604
H 2.6019 2.2934 -2.0937
H 2.3936 3.6423 -3.2378
H 2.9552 2.0550 -3.8254
C -8.1146 -3.1220 0.8462
C -8.6083 -1.7267 0.5838
O -7.8999 -0.7388 0.7633
N -9.8861 -1.5709 0.1326
C -10.8692 -2.5919 -0.1393
H -7.0807 -3.0819 1.2004
H -8.7258 -3.5970 1.6184
H -8.1410 -3.7087 -0.0761
H -10.1431 -0.6025 -0.0198
H -11.1609 -2.5100 -1.1893
H -11.7408 -2.3993 0.4910
H -10.4922 -3.5964 0.0569
C -0.8188 5.5891 -3.8282
C -0.2188 5.6810 -2.4530
O -0.0803 4.6942 -1.7337
N 0.1789 6.9066 -2.0054
C 0.1034 8.1757 -2.6884
H -1.0850 4.5499 -4.0408
H -1.7266 6.1960 -3.8826
H -0.0932 5.9195 -4.5766
H 0.5719 6.8851 -1.0716
H 1.1165 8.5776 -2.7690
H -0.5032 8.8517 -2.0809
H -0.3341 8.0882 -3.6836
```

molecular weight: 645.63 g mol⁻¹
HOMO-LUMO gap: 7.6 eV
total charge: +1

---

Computed, not measured: a structure of composition C29H26BCl3FeN5O3S3 in a non-equilibrium geometry, with the ωB97M-V functional and the def2-TZVPD basis.

```
71
C29H26BCl3FeN5O3S3 (the ωB97M-V functional and the def2-TZVPD basis)
Fe -0.1745 -0.4009 0.3305
O -0.5711 4.0860 0.1124
S -0.9396 2.7165 0.5520
O 1.3282 0.8549 2.9163
N -0.1243 1.5407 -0.3168
C 0.9999 1.8394 -1.0412
C 1.3146 3.0166 -1.7134
C 2.4913 3.1235 -2.4735
C 3.3651 2.0818 -2.6341
C 3.0812 0.8604 -1.9907
C 3.8597 -0.3061 -2.1574
C 3.4929 -1.4674 -1.5411
C 2.3591 -1.4715 -0.7121
N 1.6341 -0.3944 -0.5172
C 1.9394 0.7623 -1.1655
C -2.6139 2.4917 -0.1247
C -3.5741 3.3170 0.4486
C -4.8858 3.2662 -0.0006
C -5.2389 2.3773 -1.0093
C -4.2778 1.5485 -1.5713
C -2.9611 1.6059 -1.1308
H 0.6390 3.8551 -1.6549
H 2.6912 4.0663 -2.9709
H 4.2472 2.1685 -3.2566
H 4.7301 -0.2694 -2.8030
H 4.0510 -2.3843 -1.6758
H 2.0426 -2.3611 -0.1798
H -3.2850 4.0029 1.2377
H -5.6344 3.9127 0.4412
H -6.2656 2.3271 -1.3516
H -4.5511 0.8504 -2.3539
H -2.2083 0.9589 -1.5525
S -0.8073 -3.2474 0.5658
C -0.7511 -2.7221 -1.0312
N -0.6959 -1.4545 -1.3754
C -0.4911 -1.2655 -2.7366
C -0.3725 -0.0470 -3.4001
C -0.1665 -0.0374 -4.7701
C -0.0917 -1.2246 -5.4969
C -0.2273 -2.4464 -4.8519
C -0.4235 -2.4536 -3.4787
S -0.6141 -3.8148 -2.4092
H -0.4257 0.8793 -2.8454
H -0.0586 0.9123 -5.2791
H 0.0719 -1.1968 -6.5668
H -0.1760 -3.3757 -5.4058
B -0.8015 1.5934 4.4234
C 0.0415 0.9167 3.2813
N -0.0199 0.1583 2.2684
H -1.9853 1.4395 4.1738
H -0.4743 2.7647 4.4477
H -0.4778 1.0378 5.4614
C 3.7528 -2.4401 3.5669
C 2.4360 -2.7041 4.2998
C 1.4541 -2.8300 3.1381
O 1.9760 -2.0077 2.0975
C 3.2742 -1.5334 2.4409
H 4.1599 -3.3718 3.1652
H 4.5132 -1.9677 4.1892
H 2.1761 -1.8421 4.9174
H 2.4530 -3.5940 4.9294
H 0.4503 -2.4802 3.3842
H 1.3825 -3.8596 2.7740
H 3.1983 -0.4969 2.7774
H 3.9066 -1.5701 1.5502
Cl -5.2927 -1.9058 1.7715
C -4.1711 -0.7413 2.5139
Cl -4.9676 0.8178 2.7109
Cl -3.6009 -1.3533 4.0647
C -3.0211 -0.5933 1.6263
N -2.0945 -0.5185 0.9677
```

molecular weight: 761.78 g mol⁻¹
HOMO-LUMO gap (spin up / spin down): 6.7 / 6.8 eV
total charge: -1

---

no.,DFT total energy (a.u.)
1,-1893.518681
2,-132.826159
3,-327.659087
4,-805.192598
5,-2201.192099
6,-5483.862870